# 1
This record from the Open Molecules 2025 dataset describes a single C27H22N2O4 molecule. The level of theory is ωB97M-V with the def2-TZVPD basis set.

Properties
max |F| = 0.69 eV Å⁻¹
net charge = 0
multiplicity = 1
structure (SMILES) = O=C(CCC(=O)OCC(=O)c1ccc(-c2ccccc2)cc1)Nc1cccc2cccnc12
frontier orbital gap = 7.7 eV
relative energy (zero: lowest compared OMol25 entry of this formula, charge and spin) = 0.0 kcal/mol
calculated total energy = -1452.6339 a.u.

The geometry in XYZ format:
```
55
Properties=species:S:1:pos:R:3:forces:R:3:mulliken_charge:R:1
O 0.7167 -4.1368 -3.3543 0.3 0.0 -0.2 -0.660
C -0.2231 -3.8670 -2.6387 -0.5 -0.3 0.1 0.564
N -0.1298 -3.2446 -1.4344 -0.2 0.2 0.4 -0.003
C 0.9766 -2.6332 -0.8678 0.6 -0.1 -0.1 -0.497
C 2.2629 -2.7187 -1.3490 -0.4 -0.2 -0.2 -0.834
C 3.3078 -2.0492 -0.6999 0.1 0.3 0.4 -0.815
C 3.0885 -1.2988 0.4233 0.3 0.0 -0.1 -0.986
C 1.7863 -1.1829 0.9469 -0.3 -0.3 -0.2 0.879
C 1.4664 -0.4204 2.0894 -0.2 -0.1 0.1 -0.544
C 0.1669 -0.3490 2.5120 0.3 0.0 0.0 -0.357
C -0.8122 -1.0495 1.7890 -0.1 0.0 0.0 -0.661
N -0.5528 -1.7743 0.7368 -0.3 -0.2 -0.1 -0.347
C 0.7171 -1.8553 0.2989 0.6 0.2 0.2 1.226
H -1.8512 -1.0170 2.0925 -0.1 0.1 0.1 0.439
H -0.1103 0.2287 3.3805 0.0 0.1 0.1 0.426
H 2.2547 0.1004 2.6160 0.1 0.1 0.0 0.498
H 3.8993 -0.7841 0.9190 0.1 0.0 0.0 0.427
H 4.3055 -2.1332 -1.1055 0.1 0.0 0.0 0.399
H 2.4596 -3.2946 -2.2377 0.0 0.0 0.0 0.570
H -0.9817 -3.0221 -0.9220 0.0 -0.1 -0.2 0.317
C -1.6593 -4.2164 -3.0259 0.1 0.1 -0.1 -0.898
C -2.3577 -3.0028 -3.6536 0.1 0.0 0.1 -0.479
C -2.6170 -1.9437 -2.6107 -0.1 -0.3 -0.1 0.595
O -2.8190 -2.1705 -1.4439 -0.1 0.1 0.0 -0.590
O -2.6084 -0.7072 -3.1235 -0.1 0.2 -0.2 -0.394
C -2.4903 0.3274 -2.1615 0.1 -0.2 0.2 -0.864
H -2.7721 1.2603 -2.6522 0.0 -0.1 0.1 0.442
C -1.0274 0.3784 -1.7004 -0.4 -0.2 -0.3 1.092
O -0.2139 -0.3510 -2.2164 -0.1 0.2 0.0 -0.645
C -0.6727 1.3268 -0.6309 0.5 0.3 0.4 0.382
C -1.6057 1.9556 0.1935 0.1 -0.2 -0.2 -0.634
C -1.1827 2.7686 1.2242 0.1 0.1 0.1 -0.909
C 0.1752 2.9944 1.4528 -0.1 -0.2 -0.3 1.157
C 1.1041 2.3892 0.6072 -0.1 0.2 0.0 -1.079
C 0.6868 1.5610 -0.4109 -0.2 0.0 -0.2 -0.788
H 1.4016 1.0691 -1.0538 0.1 -0.1 0.0 0.541
H 2.1594 2.5459 0.7730 0.1 0.0 0.0 0.485
C 0.6175 3.8365 2.5716 0.1 0.2 0.2 0.285
C 1.6733 4.7322 2.4153 -0.1 -0.1 0.0 -0.309
C 2.0894 5.5188 3.4730 0.1 0.0 0.0 -0.656
C 1.4654 5.4167 4.7053 0.0 0.0 0.1 -0.410
C 0.4180 4.5261 4.8730 0.0 0.1 0.1 -0.690
C -0.0063 3.7452 3.8143 0.0 0.0 -0.1 -0.463
H -0.8135 3.0411 3.9548 -0.1 -0.1 0.0 0.379
H -0.0693 4.4396 5.8332 0.0 0.0 0.1 0.383
H 1.7938 6.0288 5.5318 0.0 0.0 0.1 0.381
H 2.9036 6.2151 3.3360 0.1 0.1 0.0 0.391
H 2.1522 4.8276 1.4518 0.0 0.0 -0.1 0.453
H -1.9130 3.2507 1.8574 -0.1 0.0 0.1 0.556
H -2.6626 1.7982 0.0467 -0.1 0.0 0.0 0.408
H -3.1485 0.1211 -1.3112 0.1 0.2 -0.1 0.418
H -3.3186 -3.3088 -4.0754 0.0 0.1 0.0 0.317
H -1.7534 -2.5728 -4.4523 -0.1 0.0 0.0 0.358
H -1.6194 -5.0244 -3.7566 0.1 0.0 0.1 0.418
H -2.2192 -4.5431 -2.1490 0.0 0.0 0.0 0.325
```
Positions in Å, forces in eV/Å.

=====

# 2
This record from the Open Molecules 2025 dataset describes a molecular structure, C27H22N4O8Ti. The level of theory is ωB97M-V with the def2-TZVPD basis set.

Properties
max |F| = 0.77 eV Å⁻¹
net charge = -1
multiplicity = 2
frontier orbital gap (alpha / beta) = 6.9 / 7.4 eV
relative energy (zero: lowest compared OMol25 entry of this formula, charge and spin) = 1.1 kcal/mol
calculated total energy = -2712.8373 a.u.

The geometry in XYZ format:
```
62
Properties=species:S:1:pos:R:3:forces:R:3:mulliken_charge:R:1
Ti 0.3241 -0.3556 -1.1227 0.3 0.1 -0.7 -0.783
C -2.8650 -3.0098 0.6913 0.0 0.1 0.0 -1.027
O -2.0885 -1.8983 1.1076 0.0 0.0 0.0 -0.426
C -2.6404 -0.6693 0.9200 0.2 0.0 0.0 0.913
C -3.9990 -0.4392 0.7634 0.0 0.0 0.0 -0.520
C -4.4685 0.8613 0.6099 0.0 -0.1 0.0 -0.721
C -3.5952 1.9332 0.6121 0.0 0.1 0.0 -0.978
C -2.2322 1.7030 0.7516 0.1 -0.1 0.0 -0.383
C -1.7530 0.4124 0.8988 -0.3 0.0 0.0 0.264
N -0.3442 0.1797 0.8835 -0.3 0.0 0.0 1.562
N 0.2360 0.6346 1.9004 0.1 0.0 0.0 -1.152
C 1.5995 0.6101 1.9919 0.2 0.0 0.0 0.644
C 2.4742 0.1545 0.9773 -0.2 -0.1 -0.1 0.219
O 2.1040 -0.3346 -0.1419 -0.2 -0.1 0.1 0.215
C 3.8875 0.2343 1.2201 0.3 0.0 0.1 -1.115
C 4.3872 0.7169 2.3777 -0.1 -0.1 -0.1 -0.995
C 3.5310 1.1780 3.4253 -0.1 0.0 0.1 0.788
C 4.0562 1.6811 4.6311 0.0 0.0 -0.1 -0.800
C 3.2296 2.1288 5.6281 0.0 0.0 0.0 -0.558
C 1.8396 2.0839 5.4373 0.0 0.0 0.0 -0.634
C 1.3030 1.5979 4.2715 0.0 0.0 0.0 -0.603
C 2.1343 1.1307 3.2307 0.0 0.0 0.0 0.657
H -3.7378 -3.1507 1.3353 0.0 0.0 0.0 0.372
H -3.1791 -2.8871 -0.3473 0.0 0.0 0.0 0.391
H -2.2176 -3.8791 0.7812 0.0 0.0 0.0 0.257
H -4.6981 -1.2624 0.7496 0.0 0.0 0.0 0.339
H -5.5309 1.0251 0.4802 0.0 0.0 0.0 0.381
H -3.9646 2.9418 0.4818 0.0 0.0 0.0 0.395
H -1.5115 2.5101 0.7064 0.0 0.0 0.0 0.480
H 4.5282 -0.1013 0.4149 0.0 0.0 0.0 0.518
H 5.4602 0.7701 2.5266 0.0 0.0 0.0 0.331
H 5.1333 1.7096 4.7540 0.0 0.0 0.0 0.360
H 3.6408 2.5160 6.5517 0.0 0.0 0.0 0.375
H 1.1793 2.4397 6.2190 0.0 0.0 0.0 0.377
H 0.2321 1.5704 4.1332 0.0 0.0 0.0 0.424
O 0.8047 3.7836 -2.0187 0.0 0.0 0.0 -0.791
C 0.4756 2.6101 -1.9124 -0.1 0.0 0.1 0.070
O 0.8367 1.7592 -1.0294 0.0 -0.3 -0.1 -0.310
C -0.5496 2.0364 -2.8765 0.0 0.0 0.0 0.384
C -1.1398 2.7200 -3.9269 0.0 0.0 0.0 -0.779
C -2.1140 2.0682 -4.6694 0.0 0.0 0.0 -0.251
C -2.4907 0.7738 -4.3300 0.0 0.0 0.0 -0.844
C -1.8500 0.1734 -3.2632 -0.2 0.0 0.0 0.383
N -0.8970 0.7925 -2.5851 0.1 0.1 0.2 0.875
C -2.1787 -1.1854 -2.6897 0.2 -0.1 0.0 0.053
O -3.0221 -1.9012 -3.2063 -0.1 0.0 0.0 -0.772
O -1.4803 -1.4520 -1.6388 0.2 0.1 0.0 0.287
H -0.8272 3.7352 -4.1259 0.0 0.0 0.0 0.538
H -2.5916 2.5722 -5.5008 0.0 0.0 0.0 0.430
H -3.2619 0.2281 -4.8547 0.0 0.0 0.0 0.535
N 0.5506 -2.5246 -0.4695 0.1 0.0 0.1 -0.181
C 1.6884 -3.2654 -1.0284 0.0 0.0 0.0 -0.590
C 1.6662 -3.2148 -2.5519 0.0 0.0 0.0 -0.662
C 2.0664 -1.8454 -3.1071 -0.1 0.1 -0.1 0.542
O 3.0928 -1.7383 -3.7560 0.0 0.0 0.0 -0.731
O 1.2422 -0.8732 -2.8611 -0.1 0.0 0.4 -0.620
H 0.5531 -2.5487 0.5448 0.0 0.0 0.0 0.208
H -0.3335 -2.9103 -0.7889 0.0 0.0 0.0 0.241
H 1.6742 -4.3102 -0.6975 0.0 0.0 0.0 0.440
H 2.6046 -2.8071 -0.6524 0.0 0.0 0.0 0.319
H 0.6604 -3.4636 -2.9055 0.0 0.0 0.0 0.291
H 2.3660 -3.9482 -2.9501 0.0 0.0 0.0 0.369
```
Positions in Å, forces in eV/Å.